Record 1
C29H46As2AuBrN2S | ωB97M-V/def2-TZVPD

As for the energy above the lowest of the compared OMol25 structures with the same formula, charge and spin: 0.168 eV. The value obtained for the HOMO energy is -5.551 eV. For the gap between HOMO and LUMO, the calculation gives 0.2133 Ha.

Last column: Mulliken charge in e.
Geometry (Å):
1 C 9.74 9.47 12.25  0.8862
2 H 11.30 14.26 12.35  0.3756
3 H 8.46 11.16 12.60  0.4220
4 H 9.46 7.72 13.46  0.3497
5 H 12.06 5.74 13.09  0.2705
6 C 11.40 7.73 12.39  0.8226
7 C 5.36 12.39 9.70  -0.7148
8 H 12.39 7.76 8.14  0.2912
9 H 12.67 13.11 12.85  0.1760
10 H 7.60 9.78 12.16  0.2505
11 H 13.24 7.09 13.05  0.3508
12 H 14.36 10.30 12.75  -0.0468
13 H 9.76 10.47 8.47  0.1798
14 H 9.39 9.21 5.33  0.6369
15 H 11.80 11.92 5.42  0.3960
16 C 15.11 10.76 13.39  -0.7297
17 H 18.99 11.75 13.07  0.3320
18 H 7.20 12.73 8.78  0.4389
19 H 12.97 14.86 12.72  0.4005
20 C 10.29 10.69 6.51  0.3683
21 C 11.49 8.46 8.03  -1.0699
22 N 6.77 10.74 8.68  -0.1660
23 C 11.46 10.88 5.50  -1.5763
24 C 9.78 9.25 6.35  -0.8355
25 H 17.09 8.25 12.59  0.3932
26 H 3.64 11.45 10.79  0.4636
27 C 4.47 11.34 10.16  -0.2878
28 C 12.10 8.31 11.31  -0.2368
29 C 8.44 10.11 12.75  -1.6455
30 C 14.50 14.93 10.27  -1.1593
31 H 9.55 11.43 6.24  0.6152
32 As 12.96 13.75 10.37  0.6089
33 H 15.39 14.44 10.60  0.2241
34 H 13.23 11.27 7.35  0.4683
35 H 11.66 14.13 8.28  0.3032
36 C 17.35 9.07 11.92  -1.1082
37 C 12.21 6.83 13.28  -1.4959
38 H 17.27 8.78 10.87  0.3202
39 H 17.91 12.96 12.28  0.3512
40 C 13.03 10.22 7.31  -2.2716
41 C 11.53 14.47 9.31  -1.1888
42 H 5.14 13.40 9.94  0.4259
43 H 3.96 9.26 9.79  0.3466
44 H 14.59 15.33 9.27  0.3566
45 As 16.71 10.85 12.21  0.7311
46 C 10.70 10.84 7.97  -0.1128
47 H 10.15 11.11 11.06  0.2800
48 C 12.11 8.46 5.71  -1.5943
49 H 12.89 7.77 5.92  0.5634
50 H 14.92 11.79 13.78  0.3217
51 H 11.74 8.36 4.69  0.5377
52 C 5.95 9.78 9.04  0.4364
53 S 16.22 11.74 10.35  -0.5171
54 C 11.66 9.52 10.70  -1.3899
55 H 13.45 10.01 5.20  0.2478
56 H 12.08 6.94 14.36  0.3816
57 H 10.49 14.09 9.60  0.2469
58 C 6.48 12.01 9.05  -0.2087
59 H 10.55 7.18 6.60  0.2416
60 C 10.54 10.14 11.35  0.0414
61 H 17.48 12.50 13.86  0.3484
62 C 10.15 8.25 12.78  -0.7763
63 H 11.51 15.53 9.31  0.4624
64 C 12.36 14.03 12.31  -1.0732
65 H 14.33 15.79 10.91  0.4308
66 N 12.34 10.11 9.68  -0.2998
67 C 17.95 12.14 12.95  -1.0346
68 H 11.08 10.66 4.48  0.5315
69 H 8.31 9.86 13.83  0.4018
70 H 13.01 7.91 10.90  0.5174
71 H 15.37 10.12 14.24  0.4760
72 Au 13.90 11.49 10.00  0.3081
73 Br 6.26 8.01 8.30  -0.1577
74 H 10.82 8.07 8.85  0.3000
75 H 18.40 9.16 12.14  0.4109
76 C 10.92 8.24 6.64  0.6721
77 H 8.89 9.16 7.08  -0.3234
78 C 4.72 10.05 9.73  -0.5887
79 C 12.58 9.91 5.86  0.5435
80 H 13.92 9.66 7.67  0.3604
81 H 10.89 11.90 8.25  -0.8175
82 C 11.92 9.92 8.28  1.8096

=====

Record 2
C29H46AsMgN8PS3Si3 | ωB97M-V/def2-TZVPD

As for the energy above the lowest of the compared OMol25 structures with the same formula, charge and spin: 0.213 eV. The value obtained for the HOMO energy is -6.751 eV. For the gap between HOMO and LUMO, the calculation gives 0.2571 Ha.

Last column: Mulliken charge in e.
Geometry (Å):
1 H -3.25 1.70 5.88  0.4234
2 C -1.99 -3.05 0.27  0.1417
3 H -3.26 4.12 -0.91  0.2515
4 H 2.80 1.29 0.85  0.6712
5 C 5.39 -2.43 0.08  -0.8955
6 C 0.28 0.28 3.58  -0.1118
7 S -0.41 1.01 5.02  -0.3573
8 N 0.36 -1.86 -1.40  0.8254
9 H -2.13 2.62 2.06  -0.0963
10 H 2.64 3.60 -1.08  0.2348
11 H 2.14 3.42 1.32  0.3400
12 H 3.27 3.25 -2.69  0.4752
13 N 4.28 -1.50 0.21  0.2220
14 H -0.68 -2.68 3.49  0.4153
15 C -4.31 0.39 2.94  -0.8276
16 H -3.89 1.35 0.14  0.0332
17 H 1.13 4.09 2.60  0.4364
18 P 2.34 -3.45 -0.25  -0.4214
19 As -0.37 1.59 -0.71  0.5604
20 H -2.12 0.25 -3.66  0.3440
21 C 2.73 2.82 -1.84  -1.0270
22 C 3.12 0.30 0.60  -1.4592
23 Si -0.26 3.52 0.69  0.3064
24 H -1.84 1.88 -4.24  0.2820
25 H -4.68 0.95 -1.39  0.4975
26 H -5.33 1.29 4.60  0.3797
27 H -3.05 -0.49 1.43  0.7387
28 Si 1.07 2.23 -2.48  0.4272
29 C 0.43 -4.53 3.05  -0.5522
30 C -4.37 1.00 4.19  -0.5812
31 H -0.64 3.63 -3.73  0.2040
32 H 0.95 5.14 -0.76  0.2470
33 N 2.24 -0.69 0.33  0.9349
34 H 5.47 -3.06 0.96  0.2829
35 H 5.35 0.29 0.68  0.5147
36 H 1.49 -6.53 0.86  0.2665
37 C -2.00 0.85 4.36  1.3754
38 H -0.96 -3.60 -3.86  0.4659
39 C 1.19 3.30 1.84  -0.7232
40 H -1.70 4.26 2.54  0.4108
41 N 0.60 -3.80 -2.41  0.2471
42 H -4.02 3.67 -2.43  0.4041
43 H 0.20 -5.28 3.79  0.4416
44 H 3.00 -5.91 1.58  0.3261
45 S -2.16 -4.67 0.10  -0.4164
46 H 1.20 2.34 2.36  -0.1600
47 C 1.93 -6.06 1.74  -0.8461
48 H -1.26 -1.17 -2.61  0.0661
49 C -0.55 -1.95 -2.42  -0.8392
50 C 0.01 5.13 -0.22  -1.0857
51 C -1.92 0.25 3.10  -1.7743
52 C 0.43 3.64 -3.55  -1.0835
53 H 0.50 0.40 -4.07  0.2860
54 H -3.48 1.32 -3.93  0.4555
55 Si -2.47 1.92 -1.80  0.5476
56 H 0.92 3.56 -4.52  0.4087
57 C -3.22 1.24 4.91  -0.5710
58 H 1.79 -6.71 2.60  0.3369
59 C 2.96 -1.78 0.10  -0.7706
60 C -0.41 -3.15 -3.05  -0.5885
61 H 2.14 1.00 -4.29  0.4946
62 H -5.22 0.19 2.38  0.4289
63 H -3.42 -0.11 -0.73  0.1605
64 Mg 0.04 -0.90 0.76  1.7353
65 N -0.63 -0.02 2.65  0.5185
66 C -1.85 3.60 1.68  -0.5390
67 H 0.55 -5.51 -3.58  0.3591
68 C -3.73 0.93 -0.85  -0.7748
69 H 2.06 -5.28 -2.67  0.3295
70 H 1.76 -0.10 -2.95  0.0052
71 C -3.09 0.01 2.39  -0.4267
72 C 1.34 -3.67 1.26  -0.3196
73 N -1.83 -1.89 0.37  -0.4865
74 H -2.68 3.99 1.10  0.2833
75 H -2.40 4.35 -2.43  0.2907
76 C -2.45 1.28 -3.57  -1.0913
77 N 1.29 -4.79 2.01  0.2693
78 C -3.07 3.69 -1.89  -1.2003
79 C 1.39 0.73 -3.55  -0.8893
80 C 0.98 -5.18 -2.63  -0.9117
81 C 1.02 -2.99 -1.41  -0.6190
82 H 0.56 -5.80 -1.84  0.2894
83 N 0.58 -2.72 1.77  0.8621
84 H 0.68 4.60 -3.12  0.3290
85 H 6.31 -1.85 -0.03  0.3445
86 C 0.00 -3.25 2.89  -0.7898
87 C 4.40 -0.17 0.52  -0.5632
88 H 0.06 5.92 0.54  0.3880
89 H 5.26 -3.05 -0.80  0.3487
90 S 1.95 0.05 3.53  -0.3641
91 H 3.33 2.01 -1.43  0.2293
92 H -0.79 5.38 -0.92  0.2696

=====

Record 3
C29H46BeBrCl5FKNO10S | ωB97M-V/def2-TZVPD

The expectation value of S² is 1.77. As for the spin multiplicity: 2. The value obtained for the HOMO energy (alpha / beta) is -6.369 / -6.369 eV. For the gap between HOMO and LUMO (alpha / beta), the calculation gives 0.1334 / 0.1042 Ha.

Last column: Mulliken charge in e.
Geometry (Å):
1 H -0.24 3.62 -0.04  0.1854
2 H -3.89 -3.64 2.52  0.2401
3 C -0.01 -6.83 -2.80  -0.5494
4 Be 0.64 -7.90 -0.56  -0.1068
5 Cl -1.57 10.31 -0.73  -0.1047
6 C -0.37 -2.48 2.03  -1.0898
7 H -4.84 -2.40 -0.48  0.2588
8 O -1.99 1.49 4.70  -0.5690
9 H 2.32 7.85 1.76  0.1129
10 H -0.45 -4.94 -1.86  0.3841
11 C -0.58 2.51 0.23  0.1403
12 O -1.11 -11.31 0.24  -0.6048
13 C -1.29 9.35 0.72  0.4568
14 K 0.91 12.06 2.57  0.8909
15 C 2.48 6.91 1.23  -0.2486
16 C 1.22 6.09 1.31  0.5906
17 Cl -2.75 9.30 1.73  -0.0783
18 H -0.50 -11.02 -0.45  0.2844
19 H -2.46 -0.95 -2.29  0.1828
20 C -1.84 2.60 5.24  0.8029
21 C -1.92 2.69 1.19  -0.6037
22 C -1.19 -4.99 1.98  -1.1382
23 C -2.49 -2.02 -0.26  0.7989
24 C -0.98 0.62 -4.69  -0.6666
25 Br 1.33 -1.52 -0.26  0.0242
26 H -1.27 2.77 -4.84  0.2841
27 H 1.93 -4.42 -1.38  0.3153
28 Cl 0.07 9.99 1.65  -0.1811
29 H 3.71 -6.01 -2.07  0.3829
30 C -1.78 1.84 -5.11  -0.4243
31 C 0.33 -5.64 -2.15  -0.3436
32 H 1.12 -0.24 2.74  0.3156
33 H -0.76 -5.03 3.07  0.3428
34 C 5.50 2.26 -2.17  0.5780
35 O 0.21 6.27 0.65  -0.6757
36 O 1.35 5.13 2.28  -0.2626
37 H 3.33 0.06 -1.73  0.0828
38 O -2.94 3.11 5.43  -0.5373
39 C -1.67 -3.42 1.68  0.8686
40 C -4.07 -1.63 -0.05  -1.1621
41 H -0.94 2.05 -0.81  -0.1408
42 C 2.66 -6.24 -2.27  -0.4594
43 H -1.05 8.32 0.42  0.0118
44 H -1.54 -0.30 -4.87  0.3097
45 H 0.63 -3.12 1.95  0.2794
46 H -1.68 2.62 2.34  -0.0143
47 Cl -0.53 0.67 -2.97  0.0081
48 H -2.50 -3.51 3.81  0.3854
49 O -3.11 -4.29 0.02  -0.5891
50 C -0.18 -1.21 1.02  0.7505
51 H -0.66 0.38 2.71  0.2911
52 C 1.67 -5.35 -1.89  -0.0275
53 H 4.16 0.71 -0.29  0.2654
54 H 2.47 5.82 3.85  0.2608
55 O 5.17 0.94 -2.05  -0.3475
56 C 3.34 2.22 -1.61  0.3729
57 Cl -3.40 1.87 -4.39  -0.1877
58 H 3.92 5.32 1.22  0.1311
59 C 2.32 -7.43 -2.92  -0.2434
60 S 0.83 1.58 1.04  0.1451
61 C -2.86 -3.09 2.76  -1.2232
62 O 4.46 3.06 -1.78  -0.3521
63 H -1.92 1.84 -6.20  0.3636
64 H 3.02 4.28 3.15  0.2988
65 H 0.72 -8.65 -3.68  0.3898
66 H -1.31 -0.09 -0.62  -0.8633
67 F 5.04 0.31 0.87  -0.2931
68 C -2.24 -2.04 -1.92  -1.0135
69 H -2.10 -5.74 1.94  0.3032
70 H -2.80 1.96 0.87  0.2083
71 H 2.76 7.08 0.19  0.2846
72 H -4.29 -1.37 1.09  0.2704
73 C 3.47 6.02 1.94  -0.4558
74 O -0.76 3.10 5.53  -0.6885
75 H -1.06 -7.05 -3.00  0.4244
76 C 3.95 0.88 -1.35  0.2007
77 H -0.05 0.57 -5.26  0.3847
78 H 2.74 2.24 -2.52  0.1718
79 H -4.25 -0.61 -0.64  0.2929
80 C 2.61 5.27 2.92  -0.3740
81 N -2.10 -3.40 0.23  1.0495
82 H 2.72 2.57 -0.77  -0.2233
83 H -2.25 -0.14 1.05  -0.0359
84 H 3.10 -8.13 -3.22  0.3629
85 H -1.61 -10.51 0.47  0.3084
86 C 0.98 -7.72 -3.18  -0.5450
87 C -1.60 -0.78 0.32  0.0960
88 H -1.16 -2.40 -2.20  0.1395
89 H -3.10 -2.73 -2.40  0.3674
90 H -0.49 -2.14 3.17  0.3329
91 O 6.57 2.68 -2.57  -0.5579
92 H -3.03 -1.94 2.85  0.2284
93 C 0.25 0.08 2.00  -1.0289
94 H -0.40 -5.34 1.18  0.1286
95 H 4.28 6.58 2.42  0.3659
96 H -2.36 3.79 1.03  0.3037

=====

no.,M (g mol⁻¹)
1,881.5
2,817.4
3,925.0